(1)
Entry from the OMol25 dataset: a structure of composition C19H21N6RuSSe2 (wB97M-V/def2-TZVPD).

Positions of all 50 atoms, in Å:
Ru (-0.39593, 0.40894, 0.59048)
S (3.79755, 0.54331, -0.16656)
C (3.56666, -0.44601, 1.28177)
C (2.28402, -0.53052, 1.65757)
C (1.40127, 0.20363, 0.75177)
C (2.19070, 0.86456, -0.28920)
C (1.48633, 1.66974, -1.26608)
C (2.05879, 2.43100, -2.26896)
C (1.21901, 3.10408, -3.15109)
C (-0.15028, 2.98685, -2.99395)
C (-0.65245, 2.21409, -1.94849)
N (0.14354, 1.57342, -1.09769)
H (4.43926, -0.89085, 1.73913)
H (1.95584, -1.08427, 2.52331)
H (3.13493, 2.50098, -2.36575)
H (1.63536, 3.70701, -3.94745)
H (-0.83759, 3.48742, -3.66240)
H (-1.72052, 2.11342, -1.79579)
C (1.85777, -4.02162, -2.53775)
Se (2.08073, -2.19857, -1.89357)
C (0.76059, -1.30119, -3.01381)
C (-0.68735, -1.51628, -2.60110)
Se (-0.91820, -1.68033, -0.66310)
C (-2.86378, -1.49760, -0.58887)
H (2.06946, -4.04323, -3.60303)
H (0.85932, -4.39051, -2.32257)
H (2.59192, -4.62394, -2.00888)
H (0.89500, -1.63577, -4.04195)
H (1.01406, -0.24385, -2.98467)
H (-1.06266, -2.47564, -2.96051)
H (-1.34759, -0.73146, -2.96955)
H (-3.19106, -0.57604, -1.06387)
H (-3.16355, -1.53198, 0.45628)
H (-3.27736, -2.35773, -1.11154)
N (-1.71998, 3.68378, 2.82826)
C (-1.20871, 3.31451, 1.66758)
N (-1.01472, 1.99328, 1.71304)
C (-1.45160, 1.63255, 2.96818)
N (-1.88569, 2.63851, 3.66583)
C (-1.37044, 0.23139, 3.36144)
C (-1.73167, -0.25715, 4.60797)
N (-1.60334, -1.54404, 4.90433)
C (-1.11340, -2.34376, 3.96842)
C (-0.74772, -1.87399, 2.70991)
N (-0.88218, -0.58166, 2.40035)
H (-1.98191, 4.61535, 3.13231)
H (-0.98809, 3.98303, 0.85147)
H (-2.12461, 0.40756, 5.36870)
H (-1.00270, -3.39299, 4.21431)
H (-0.34697, -2.53741, 1.95580)

Forces on atoms 1 to 3 (eV/Å):
-0.0479 -0.0449 -0.1316
0.1896 -0.0061 0.0675
-0.0842 0.0327 0.0073

Properties
Multiplicity: 1
Total charge: +3
Max |F| (eV/Å): 0.3
HOMO-LUMO gap (spin up / spin down) (Eh): 0.1672 / 0.1673
Relative energy (zero: lowest compared OMol25 entry of this formula, charge and spin) (kJ/mol): 29.4
LUMO level (spin up / spin down) (eV): -12.2 / -12.2

=====

(2)
Entry from the OMol25 dataset: a structure of composition C19H22AsBr4N3O6Ti (wB97M-V/def2-TZVPD).

Positions of all 56 atoms, in Å:
Ti (-0.03006, -0.55238, 1.06137)
Br (-6.16766, -2.88420, -0.96957)
C (-4.42862, -2.75952, -0.25494)
C (-3.83935, -3.85058, 0.37977)
Br (-4.76959, -5.48125, 0.52437)
C (-2.55036, -3.74846, 0.91372)
Br (-1.68788, -5.17123, 1.78289)
C (-1.85934, -2.55370, 0.79732)
O (-0.64203, -2.31706, 1.26721)
C (-2.45002, -1.45351, 0.15221)
O (-1.69599, -0.35730, 0.12743)
C (-3.72866, -1.55577, -0.36651)
Br (-4.44901, -0.01858, -1.18573)
O (3.26228, -2.71629, 0.98350)
C (2.31222, -2.06683, 0.63619)
O (1.75845, -1.09540, 1.32646)
C (1.62872, -2.28180, -0.69753)
C (1.98891, -3.30656, -1.55153)
C (1.28497, -3.43126, -2.74045)
C (0.25455, -2.54256, -3.01513)
C (-0.05533, -1.56258, -2.08427)
N (0.63024, -1.43572, -0.95192)
H (2.79168, -3.97158, -1.26804)
H (1.52896, -4.21761, -3.44198)
H (-0.32100, -2.61679, -3.92662)
H (-0.87566, -0.86886, -2.22698)
N (-2.46058, 2.19678, 1.52457)
N (-2.69465, 1.31919, 2.59260)
C (-1.79069, 0.31943, 2.86528)
O (-2.11908, -0.69243, 3.44171)
O (-0.53174, 0.54754, 2.46291)
H (-2.86443, 3.09582, 1.75011)
H (-2.87633, 1.83335, 0.67155)
H (-3.64343, 1.00044, 2.74059)
C (2.63968, 2.16120, 2.32722)
C (2.78732, 1.91330, 0.83106)
As (1.05012, 1.70936, -0.04788)
C (1.56867, 1.84019, -1.94308)
C (2.62719, 0.83055, -2.37063)
C (0.23661, 3.46757, 0.25102)
C (1.12579, 4.67269, -0.02775)
H (3.61892, 2.25341, 2.79729)
H (2.11167, 1.33677, 2.80844)
H (2.08316, 3.07689, 2.53261)
H (3.33260, 0.98525, 0.65543)
H (3.33249, 2.72163, 0.33577)
H (1.93183, 2.85694, -2.10274)
H (0.66203, 1.72528, -2.54058)
H (3.54947, 0.95792, -1.80373)
H (2.86826, 0.96239, -3.42612)
H (2.28900, -0.19995, -2.23345)
H (-0.10676, 3.44710, 1.28418)
H (-0.66698, 3.49703, -0.36161)
H (2.05825, 4.62691, 0.53742)
H (0.61456, 5.59191, 0.26144)
H (1.37664, 4.76292, -1.08487)

Forces on atoms 1 to 3 (eV/Å):
0.1048 0.1180 -0.4078
0.0131 0.0061 -0.0002
-0.0338 -0.0148 -0.0064

Properties
Multiplicity: 1
Total charge: 0
Max |F| (eV/Å): 0.5
HOMO-LUMO gap (Eh): 0.2760
Relative energy (zero: lowest compared OMol25 entry of this formula, charge and spin) (kJ/mol): 32.0
LUMO level (eV): -0.7

=====

(3)
Entry from the OMol25 dataset: a structure of composition C19H22BrN5O6V (wB97M-V/def2-TZVPD).

Positions of all 54 atoms, in Å:
V (2.01271, 0.53786, -0.15390)
N (0.74769, -0.19595, -1.73201)
C (0.00163, -1.24610, -1.06157)
C (-0.77287, -2.17268, -2.05591)
C (-2.15241, -2.58387, -1.67242)
C (-2.28929, -3.66347, -0.67044)
N (-1.84716, -3.24960, 0.63225)
C (-1.33434, -3.99204, 1.57341)
N (-1.02945, -5.29351, 1.48401)
N (-0.84151, -3.37176, 2.66645)
C (1.06328, -2.01149, -0.22756)
O (1.01750, -3.19164, 0.04405)
O (2.09876, -1.24499, 0.16427)
H (0.09817, 0.53565, -2.18515)
H (1.37103, -0.56211, -2.40527)
H (-0.69833, -0.80583, -0.33911)
H (-0.21616, -3.13721, -2.27918)
H (-0.92711, -1.69433, -2.98597)
H (-2.68160, -2.92050, -2.56070)
H (-2.66098, -1.68894, -1.24675)
H (-1.79574, -4.59139, -1.11273)
H (-3.32304, -3.84774, -0.53962)
H (-2.27124, -2.39046, 1.03163)
H (-1.56038, -5.82184, 0.82697)
H (-0.20363, -5.60381, 1.95667)
H (-0.78336, -2.31465, 2.67781)
H (-0.74449, -3.88753, 3.50899)
Br (-1.11929, 1.47089, -4.34720)
C (0.47407, 2.52469, -4.14076)
C (0.77058, 3.51170, -5.05535)
C (1.98444, 4.16471, -4.88788)
C (2.86574, 3.86890, -3.81462)
C (2.45594, 2.85773, -3.01005)
N (1.25321, 2.22675, -3.13476)
C (3.35074, 2.61529, -1.79019)
O (4.22235, 3.38097, -1.54105)
O (3.17403, 1.36827, -1.10313)
H (0.11738, 3.73130, -5.92922)
H (2.18988, 4.97934, -5.58795)
H (3.72167, 4.55876, -3.65452)
O (-0.42510, -0.25892, 1.81582)
C (0.11348, 0.77681, 2.03714)
O (1.03372, 1.29852, 1.16935)
C (-0.08630, 1.54587, 3.30207)
C (0.37049, 2.84453, 3.39473)
C (-0.03446, 3.59602, 4.49136)
C (-0.91937, 3.16483, 5.41623)
C (-1.39449, 1.83234, 5.29090)
C (-0.92684, 1.01106, 4.27293)
H (1.00478, 3.31929, 2.65105)
H (0.30185, 4.60870, 4.50358)
H (-1.20925, 3.94216, 6.09502)
H (-2.22478, 1.48065, 5.95185)
H (-1.34213, -0.01124, 4.26644)

Forces on atoms 1 to 3 (eV/Å):
-1.3250 0.0464 -0.1800
-1.4995 2.8473 1.5360
-0.3289 -1.9640 -0.1739

Properties
Multiplicity: 2
Total charge: +2
⟨S²⟩: 0.76
Max |F| (eV/Å): 3.6
HOMO-LUMO gap (spin up / spin down) (Eh): 0.2264 / 0.2496
Relative energy (zero: lowest compared OMol25 entry of this formula, charge and spin) (kJ/mol): 69.9
LUMO level (spin up / spin down) (eV): -8.2 / -7.6

=====

(4)
Entry from the OMol25 dataset: a structure of composition C19H22Cl2N5OSe4W (wB97M-V/def2-TZVPD).

Positions of all 54 atoms, in Å:
W (0.07028, -0.59174, -0.51833)
C (-0.67859, 0.08909, 4.24047)
Se (0.54890, -1.39743, 2.17029)
C (2.39045, -1.41400, 2.41027)
C (3.25387, -0.57742, 1.52187)
Se (2.81020, -0.86978, -0.41545)
C (3.83822, 0.66242, -0.99738)
H (0.05437, -0.25610, 4.94546)
H (-1.41747, -0.66246, 4.11779)
H (-1.11819, 1.10043, 4.53257)
H (2.58343, -2.47368, 2.29574)
H (2.74231, -1.17891, 3.41848)
H (4.36964, -0.74685, 1.68923)
H (3.11147, 0.50150, 1.69035)
H (3.37082, 1.55437, -0.68309)
H (3.87510, 0.68929, -2.06674)
H (4.83934, 0.51043, -0.66584)
Se (1.25690, 2.52779, -2.91905)
Se (1.38805, 0.27693, -3.54780)
C (-0.45150, -0.27446, -3.64500)
C (-1.04889, -0.50068, -4.89042)
C (-2.21525, -1.19029, -4.91149)
C (-2.87819, -1.43140, -3.70150)
C (-2.24637, -1.18793, -2.47880)
N (-0.97681, -0.73541, -2.47106)
C (0.21724, 2.39927, -1.26723)
C (-0.61852, 3.51180, -0.80847)
C (-0.54492, 3.99405, 0.56286)
C (0.10400, 3.31500, 1.51346)
C (0.65385, 1.99501, 1.25585)
N (0.50572, 1.51698, -0.10186)
H (-0.50253, -0.26342, -5.77344)
H (-2.55843, -1.54819, -5.90342)
H (-3.87392, -1.86640, -3.66426)
H (-2.71565, -1.31827, -1.52765)
H (-0.72377, 4.31014, -1.54925)
H (-0.96461, 4.92701, 0.91941)
H (0.13865, 3.60098, 2.56578)
H (1.71563, 1.94146, 1.71538)
Cl (1.29481, -4.63647, 1.18107)
C (-0.09530, -4.43720, 0.21626)
Cl (0.04067, -3.20188, -1.19894)
H (-0.93166, -4.04153, 0.73958)
H (-0.32615, -5.33789, -0.39308)
N (-3.24560, -0.42713, 2.01749)
C (-2.19664, -0.31311, 1.19736)
O (-1.84591, -1.18233, 0.32161)
C (-1.32752, 0.83285, 1.12140)
C (-0.30117, 1.06759, 1.95850)
N (0.12700, 0.24108, 2.96774)
C (-0.89823, 1.21866, -0.26196)
N (-1.23047, 2.15233, -1.32445)
H (-3.86376, -1.23027, 1.81405)
H (-3.50491, 0.35616, 2.58564)

Forces on atoms 1 to 3 (eV/Å):
0.6060 -1.2074 0.1851
0.7235 1.6750 -0.5785
-0.7321 0.3306 0.0083

Properties
Multiplicity: 3
Total charge: +3
⟨S²⟩: 2.03
Max |F| (eV/Å): 3.6
HOMO-LUMO gap (spin up / spin down) (Eh): 0.2630 / 0.2576
Relative energy (zero: lowest compared OMol25 entry of this formula, charge and spin) (kJ/mol): 355.2
LUMO level (spin up / spin down) (eV): -9.6 / -10.4